No. 1
{
  "formula": "CH2I2O",
  "method": "the ωB97M-V functional and the def2-TZVPD basis",
  "lumo_energy_ev": 0.1,
  "smiles": "O=CI.I",
  "largest_force_ev_per_a": 1.9,
  "multiplicity": 1,
  "orbital_gap_ev": 10.13,
  "e_above_lowest_kj_mol": 22.03,
  "species": ["O", "C", "I", "H", "I", "H"],
  "coordinates": [[-0.647, 0.686, -0.509], [-1.521, 0.544, 0.286], [-2.838, -1.154, 0.181], [-1.862, 1.265, 1.087], [3.980, -1.030, 0.037], [2.887, -0.310, -1.084]]
}

No. 2
{
  "formula": "CH6N3O",
  "method": "the ωB97M-V functional and the def2-TZVPD basis",
  "lumo_energy_ev": -4.2,
  "total_charge": 1,
  "smiles": "N/C=[N+](\\N)O",
  "largest_force_ev_per_a": 3.4,
  "multiplicity": 1,
  "orbital_gap_ev": 10.64,
  "e_above_lowest_kj_mol": 196.39,
  "species": ["N", "C", "N", "N", "O", "H", "H", "H", "H", "H", "H"],
  "coordinates": [[-0.872, 0.885, 1.135], [-0.876, 0.184, -0.014], [0.235, -0.348, -0.540], [1.350, -0.226, 0.263], [0.259, -1.117, -1.656], [-1.622, 1.642, 1.312], [0.131, 0.950, 1.496], [-1.886, -0.049, -0.388], [1.622, -1.085, 0.839], [2.203, 0.046, -0.319], [-0.545, -0.881, -2.129]]
}

No. 3
{
  "formula": "C8H20Br6N6O12",
  "method": "the ωB97M-V functional and the def2-TZVPD basis",
  "lumo_energy_ev": -0.8,
  "largest_force_ev_per_a": 5.3,
  "multiplicity": 1,
  "orbital_gap_ev": 9.33,
  "species": ["C", "N", "O", "O", "H", "H", "H", "C", "N", "O", "O", "H", "H", "H", "C", "N", "O", "O", "H", "H", "H", "C", "N", "O", "O", "H", "H", "H", "C", "N", "O", "O", "H", "H", "H", "C", "N", "O", "O", "H", "H", "H", "C", "Br", "Br", "Br", "H", "C", "Br", "Br", "Br", "H"],
  "coordinates": [[0.499, -0.051, -0.463], [-0.541, 0.307, 0.451], [-0.357, 0.173, 1.668], [-1.513, 0.864, 0.033], [0.617, 0.708, -1.237], [0.340, -1.065, -0.830], [1.461, -0.118, 0.044], [5.447, 0.945, 2.121], [5.116, 0.064, 0.969], [4.042, 0.297, 0.415], [5.904, -0.771, 0.694], [6.465, 1.328, 2.054], [5.457, 0.277, 2.982], [4.712, 1.726, 2.314], [1.739, -1.524, 3.683], [2.023, -2.270, 2.455], [3.237, -2.452, 2.242], [1.193, -2.910, 1.753], [2.242, -1.901, 4.574], [0.741, -1.890, 3.925], [1.847, -0.469, 3.433], [-3.286, -1.372, -3.533], [-3.151, -1.497, -2.032], [-2.295, -2.164, -1.600], [-3.852, -0.846, -1.289], [-2.296, -1.223, -3.964], [-3.946, -0.618, -3.962], [-3.584, -2.346, -3.919], [0.149, 0.921, 5.143], [-1.191, 0.293, 5.509], [-1.157, -0.945, 5.510], [-2.205, 1.021, 5.540], [0.900, 0.395, 5.731], [0.017, 1.937, 5.516], [0.271, 0.801, 4.066], [-4.167, 2.997, -1.233], [-4.907, 2.914, -2.536], [-5.989, 3.350, -2.505], [-4.384, 2.399, -3.522], [-3.569, 3.901, -1.353], [-3.445, 2.181, -1.206], [-4.920, 3.058, -0.447], [0.800, 4.060, -4.007], [-1.119, 4.312, -3.963], [1.549, 3.310, -5.695], [1.299, 2.916, -2.383], [1.342, 4.994, -3.862], [0.614, -5.313, -3.371], [1.158, -5.298, -5.247], [-1.204, -5.933, -3.381], [0.579, -3.537, -2.468], [1.317, -5.938, -2.821]]
}

No. 4
{
  "formula": "C59H58GeN2O4P2SeV",
  "method": "the ωB97M-V functional and the def2-TZVPD basis",
  "lumo_energy_ev": [-2.7, -2.9],
  "total_charge": 1,
  "largest_force_ev_per_a": 5.7,
  "multiplicity": 3,
  "orbital_gap_ev": [7.14, 6.92],
  "s2": 2.02,
  "species": ["V", "C", "O", "C", "C", "C", "C", "C", "C", "N", "N", "C", "O", "C", "C", "C", "C", "C", "C", "C", "O", "H", "H", "H", "H", "H", "H", "H", "H", "H", "H", "H", "H", "C", "C", "C", "C", "C", "C", "C", "C", "P", "C", "C", "C", "C", "C", "C", "C", "C", "C", "C", "C", "C", "C", "O", "C", "C", "C", "C", "C", "C", "P", "C", "C", "C", "C", "C", "C", "C", "C", "C", "C", "C", "C", "H", "H", "H", "H", "H", "H", "H", "H", "H", "H", "H", "H", "H", "H", "H", "H", "H", "H", "H", "H", "H", "H", "H", "H", "H", "H", "H", "H", "H", "H", "H", "H", "C", "Ge", "C", "C", "C", "Se", "C", "H", "H", "H", "H", "H", "H", "H", "H", "H", "H", "H", "H", "H", "H"],
  "coordinates": [[-0.419, 0.182, -0.619], [-0.543, 1.696, -4.436], [-0.326, 3.054, -4.076], [-0.788, 3.520, -2.884], [-1.093, 4.874, -2.840], [-1.576, 5.466, -1.681], [-1.781, 4.706, -0.550], [-1.465, 3.345, -0.551], [-1.671, 2.548, 0.624], [-1.383, 1.282, 0.723], [-1.717, 0.659, 1.893], [-1.330, -0.589, 1.859], [-0.687, -1.019, 0.809], [-1.673, -1.448, 3.004], [-1.798, -0.890, 4.276], [-2.165, -1.680, 5.351], [-2.420, -3.033, 5.172], [-2.307, -3.591, 3.907], [-1.928, -2.805, 2.831], [-0.939, 2.748, -1.724], [-0.599, 1.468, -1.622], [-0.334, 1.642, -5.502], [-1.580, 1.402, -4.255], [0.126, 1.019, -3.904], [-0.947, 5.445, -3.747], [-1.815, 6.520, -1.680], [-2.189, 5.153, 0.347], [-2.126, 3.018, 1.492], [-1.593, 0.162, 4.421], [-2.265, -1.239, 6.334], [-2.703, -3.650, 6.015], [-2.521, -4.641, 3.751], [-1.843, -3.250, 1.850], [1.480, -2.642, -7.215], [1.536, -2.815, -5.694], [2.264, -4.130, -5.343], [2.308, -1.677, -5.035], [3.474, -1.147, -5.576], [4.224, -0.200, -4.894], [3.818, 0.258, -3.652], [2.635, -0.217, -3.100], [2.022, 0.282, -1.434], [3.502, -0.316, -0.539], [3.613, -1.699, -0.394], [4.781, -2.259, 0.095], [5.841, -1.440, 0.458], [5.726, -0.063, 0.335], [4.561, 0.504, -0.164], [2.234, 2.100, -1.431], [2.468, 2.860, -2.573], [2.545, 4.243, -2.487], [2.376, 4.881, -1.270], [2.109, 4.133, -0.131], [2.029, 2.754, -0.213], [1.924, -1.198, -3.788], [0.818, -1.658, -3.137], [-0.121, -2.348, -3.852], [-1.351, -2.458, -3.206], [-2.386, -3.122, -3.848], [-2.161, -3.679, -5.096], [-0.916, -3.581, -5.702], [0.134, -2.893, -5.101], [-1.364, -1.847, -1.473], [-1.231, -3.454, -0.629], [-0.033, -3.787, -0.001], [0.100, -5.005, 0.645], [-0.966, -5.894, 0.667], [-2.157, -5.570, 0.031], [-2.291, -4.357, -0.626], [-3.072, -1.252, -1.289], [-3.537, -0.395, -2.293], [-4.748, 0.259, -2.151], [-5.506, 0.066, -1.003], [-5.048, -0.776, -0.002], [-3.830, -1.429, -0.136], [2.481, -2.625, -7.641], [0.972, -1.715, -7.481], [0.951, -3.472, -7.680], [3.287, -4.108, -5.721], [1.743, -4.983, -5.781], [2.300, -4.269, -4.262], [3.827, -1.494, -6.537], [5.141, 0.172, -5.330], [4.418, 0.981, -3.115], [2.779, -2.330, -0.685], [4.872, -3.335, 0.179], [6.759, -1.877, 0.829], [6.553, 0.572, 0.625], [4.478, 1.578, -0.269], [2.581, 2.384, -3.536], [2.726, 4.821, -3.385], [2.444, 5.959, -1.210], [1.957, 4.631, 0.819], [1.806, 2.165, 0.671], [-3.360, -3.195, -3.383], [-2.958, -4.209, -5.600], [-0.767, -4.060, -6.660], [0.774, -3.064, 0.009], [1.026, -5.256, 1.147], [-0.872, -6.838, 1.188], [-2.987, -6.264, 0.053], [-3.223, -4.104, -1.115], [-2.943, -0.260, -3.190], [-5.103, 0.915, -2.935], [-6.452, 0.578, -0.891], [-5.639, -0.934, 0.890], [-3.475, -2.073, 0.658], [3.392, -3.382, 3.339], [3.463, -1.751, 4.445], [5.115, -1.509, 5.493], [1.866, -1.712, 5.593], [3.429, -0.285, 3.091], [1.621, 0.010, 2.408], [1.211, 1.516, 3.578], [3.150, -4.263, 3.933], [4.340, -3.563, 2.833], [2.612, -3.245, 2.586], [5.279, -2.333, 6.186], [5.042, -0.588, 6.072], [5.980, -1.433, 4.835], [1.851, -2.595, 6.232], [0.959, -1.713, 4.987], [1.855, -0.832, 6.237], [4.032, -0.606, 2.244], [3.822, 0.670, 3.439], [1.438, 1.232, 4.604], [0.151, 1.734, 3.471], [1.811, 2.377, 3.288]]
}

No. 5
{
  "formula": "C3H10N2O2",
  "method": "the ωB97M-V functional and the def2-TZVPD basis",
  "lumo_energy_ev": 0.8,
  "smiles": "NCNCC=O.O",
  "largest_force_ev_per_a": 1.5,
  "multiplicity": 1,
  "orbital_gap_ev": 9.56,
  "e_above_lowest_kj_mol": 248.58,
  "species": ["N", "C", "N", "C", "C", "O", "H", "H", "H", "H", "H", "H", "H", "H", "O", "H", "H"],
  "coordinates": [[-0.811, 1.669, 1.326], [-0.282, 0.351, 1.530], [1.142, 0.213, 1.089], [1.393, -0.356, -0.202], [0.507, -0.040, -1.405], [-0.123, 0.964, -1.579], [-1.761, 1.774, 1.617], [-0.200, 2.461, 1.347], [-0.281, -0.026, 2.555], [-0.876, -0.367, 0.954], [1.525, 1.150, 1.159], [1.321, -1.444, -0.114], [2.387, -0.128, -0.609], [0.687, -0.727, -2.268], [-1.478, -2.352, -0.958], [-1.214, -1.632, -1.540], [-0.632, -2.725, -0.649]]
}

No. 6
{
  "formula": "C3H3I",
  "method": "the ωB97M-V functional and the def2-TZVPD basis",
  "lumo_energy_ev": [-3.4, -3.4],
  "largest_force_ev_per_a": 1.8,
  "multiplicity": 1,
  "orbital_gap_ev": [5.36, 5.37],
  "e_above_lowest_kj_mol": 381.04,
  "species": ["C", "C", "C", "I", "H", "H", "H"],
  "coordinates": [[-0.545, -0.964, 0.023], [0.479, -0.209, -0.026], [-0.706, 0.644, -0.022], [3.963, 0.103, 0.039], [-1.146, -1.836, 0.042], [-1.041, 1.105, -0.941], [-1.005, 1.156, 0.884]]
}